Entry 1:
Density functional theory data (the ωB97M-V functional and the def2-TZVPD basis) for C16H34BNP2Ru as an isolated structure.

- gap between HOMO and LUMO (alpha / beta) (eV) = 6.36 / 3.20
- strongest force on any atom (eV/A) = 5.19
- HOMO energy (alpha / beta) (eV) = -13.8 / -14.5
- energy relative to the best compared isomer or geometry (same formula, charge and spin) (kJ/mol) = 504.2
- ⟨S²⟩ = 6.10

```
! RIJCOSX wB97M-V def2-TZVPD def2/J DEFGRID3
* xyz 2 5
Ru 1.165 2.693 -0.665
P 0.260 -2.593 -0.246
P 0.434 0.731 -1.977
N 0.925 3.424 1.292
C -2.052 -0.954 0.923
C -1.144 0.702 -2.990
C 0.404 -0.929 2.721
C 0.490 3.417 2.389
C 0.729 -1.224 -2.620
C -0.796 -0.476 3.070
C -1.473 -0.106 -0.074
C -0.137 -2.318 -2.003
C 1.451 -0.677 1.654
C 1.058 0.196 0.476
C 1.711 1.320 -3.102
C 0.099 4.463 -0.880
C -1.973 -0.075 2.190
C -0.118 -0.245 -0.395
C 1.589 -3.902 -0.181
C -1.127 -3.801 0.151
B -0.024 3.388 3.889
H -2.885 -0.317 2.735
H -1.331 -3.803 1.226
H -3.056 -1.318 0.699
H -1.126 -0.598 4.045
H 1.485 1.026 -4.129
H 0.860 2.792 4.525
H -0.191 4.535 -1.944
H -1.213 -2.090 -2.054
H 1.899 -3.996 0.877
H 2.452 -3.576 -0.785
H 1.731 2.417 -2.966
H -2.042 1.009 1.956
H -0.244 2.801 -1.225
H 1.148 -4.853 -0.546
H -1.937 0.904 -0.230
H -1.360 -1.806 1.103
H -0.121 4.554 4.267
H -0.765 4.346 -0.212
H -1.620 1.695 -2.899
H 1.042 1.237 0.870
H 1.764 -1.613 1.151
H -1.113 2.793 3.963
H -1.846 -0.095 -2.667
H 2.390 -0.271 2.088
H -0.851 0.479 -4.044
H 0.031 -3.273 -2.499
H 1.800 -1.434 -2.517
H -0.895 -4.822 -0.188
H 0.833 -1.632 3.417
H 2.677 0.915 -2.835
H 1.970 0.214 -0.135
H 0.537 -1.207 -3.705
H 0.578 5.445 -0.629
H -2.066 -3.494 -0.336
*
```

Charges obtained by Löwdin population analysis, quoted in units of e: 0.8786 0.9974 0.7760 -0.0391 -0.1995 -0.1865 0.0727 -0.1583 -0.2688 0.1038 -0.1069 -0.3721 -0.1473 -0.2981 -0.2470 -0.2025 -0.0859 -0.3995 -0.1934 -0.2007 -0.3612 0.1381 0.0552 0.1495 0.1306 0.0778 0.0421 0.0260 0.0883 0.0609 0.0606 0.0300 0.1484 0.0214 0.0661 0.1610 0.0369 0.0478 0.0204 0.0559 0.0573 0.0762 0.0090 0.0564 0.1706 0.0732 0.1042 0.0786 0.0659 0.1504 0.0560 0.1060 0.0888 0.0655 0.0631

=====

Entry 2:
Density functional theory data (the ωB97M-V functional and the def2-TZVPD basis) for a 2-piece molecular cluster, C16H17NO overall.

- gap between HOMO and LUMO (eV) = 8.14
- strongest force on any atom (eV/A) = 5.90
- SMILES = Cc1c[nH]c2ccccc12.Cc1ccc(O)cc1
- HOMO energy (eV) = -7.3
- energy relative to the best compared isomer or geometry (same formula, charge and spin) (kJ/mol) = 357.0

```
! RIJCOSX wB97M-V def2-TZVPD def2/J DEFGRID3
* xyz 0 1
O -1.972 -2.212 2.051
N 2.207 3.815 1.679
C 0.826 4.029 -0.124
C 1.321 2.720 1.678
C -0.164 -4.229 -0.446
C 1.823 4.602 0.659
C -0.148 1.637 0.041
C 0.345 -3.545 -2.696
C -0.587 -3.453 -1.534
C -0.239 0.488 0.809
C -1.799 -2.780 -1.475
C -1.633 -2.856 0.726
C 0.224 4.402 -1.357
C 1.462 1.539 2.372
C 0.607 0.482 1.962
C -0.579 -3.717 0.787
C -2.446 -2.502 -0.333
C 0.428 2.759 0.514
H 0.211 -4.534 -3.243
H 0.732 -4.780 -0.580
H 2.124 1.191 3.186
H -0.298 -4.080 1.757
H 2.856 3.927 2.420
H 2.224 5.577 0.537
H -2.220 -2.388 -2.439
H 1.294 -3.143 -2.376
H 0.063 -2.818 -3.413
H -3.316 -1.717 -0.325
H -0.923 -0.351 0.590
H -2.691 -2.708 2.432
H 0.920 4.986 -1.982
H -0.640 5.147 -1.233
H -0.228 3.647 -2.050
H 0.655 -0.506 2.505
H -0.439 1.373 -1.101
*
```

Charges obtained by Löwdin population analysis, quoted in units of e: -0.0528 0.0762 -0.2522 -0.1868 -0.0181 -0.0765 -0.0833 -0.0604 -0.2953 -0.0860 -0.0847 -0.2859 -0.0974 -0.0426 -0.0896 -0.0163 -0.0429 -0.1272 0.1163 0.1039 0.1087 0.1184 0.1429 0.1111 0.1332 0.0838 0.0530 0.1689 0.0830 0.0682 0.0783 0.1031 0.0838 0.1071 0.1581

=====

Entry 3:
Density functional theory data (the ωB97M-V functional and the def2-TZVPD basis) for C5H3O3Ru as an isolated structure.

- gap between HOMO and LUMO (alpha / beta) (eV) = 10.12 / 8.10
- strongest force on any atom (eV/A) = 6.65
- HOMO energy (alpha / beta) (eV) = -24.5 / -24.4
- energy relative to the best compared isomer or geometry (same formula, charge and spin) (kJ/mol) = 0.0
- ⟨S²⟩ = 12.04

```
! RIJCOSX wB97M-V def2-TZVPD def2/J DEFGRID3
* xyz 3 7
Ru 2.466 -1.564 1.717
O -3.749 0.676 -1.955
O 1.295 -0.648 0.563
O 2.297 0.083 2.974
C -0.083 0.296 -1.117
C 1.693 1.060 2.894
C 0.176 -0.658 -0.003
C -2.682 0.622 -1.473
C -1.529 0.425 -0.933
H 0.385 1.280 -0.911
H 0.255 -0.128 -2.071
H -0.525 -1.446 0.315
*
```

Charges obtained by Löwdin population analysis, quoted in units of e: 1.6496 0.4693 -0.1690 -0.0984 0.0000 0.2287 -0.0326 0.0817 0.2793 0.1964 0.2055 0.1897

=====

Entry 4:
Density functional theory data (the ωB97M-V functional and the def2-TZVPD basis) for one molecule with the formula C23H27N3O2.

- gap between HOMO and LUMO (eV) = 8.32
- strongest force on any atom (eV/A) = 0.57
- SMILES = Cc1cccc(N2CCN(C(=O)c3ccc(N4CCCC4=O)cc3)C[C@H]2C)c1
- HOMO energy (eV) = -7.7
- energy relative to the best compared isomer or geometry (same formula, charge and spin) (kJ/mol) = 107.4

```
! RIJCOSX wB97M-V def2-TZVPD def2/J DEFGRID3
* xyz 0 1
O 0.672 1.430 -5.708
O -2.588 -1.698 0.070
N 1.821 0.252 -4.093
N -1.485 0.623 2.888
N -2.633 0.497 0.582
C 0.768 -2.187 3.670
C 0.672 -0.031 1.915
C 1.805 -1.975 2.769
C 0.986 -0.920 -2.143
C -1.455 1.902 2.211
C -2.153 -0.574 -0.109
C 1.751 -0.896 1.908
C -1.954 1.761 0.741
C 2.979 0.754 -6.055
C -1.115 -0.301 -1.142
C -2.811 0.039 2.974
C -0.305 -1.314 3.682
C 3.994 0.397 -4.978
C 1.667 0.882 -5.297
C -1.281 0.664 -2.131
C -2.262 2.940 2.994
C -0.388 -0.232 2.800
C 0.018 -1.104 -1.176
C -0.323 0.848 -3.107
C -3.579 0.246 1.647
C 3.141 -0.339 -3.944
C 0.802 -3.355 4.610
C 0.831 0.063 -3.122
H -3.329 2.738 2.962
H 0.665 0.782 1.206
H 1.851 -1.564 -2.139
H -0.416 2.244 2.212
H 1.826 -3.620 4.862
H -3.365 0.480 3.810
H -2.088 3.927 2.572
H -2.176 1.269 -2.147
H 2.556 -0.725 1.207
H 4.411 1.304 -4.540
H -4.146 -0.650 1.392
H -1.117 1.811 0.045
H -2.707 -1.030 3.153
H 4.812 -0.218 -5.346
H 3.204 1.673 -6.593
H 0.259 -3.133 5.526
H 3.103 -1.414 -4.162
H 3.508 -0.198 -2.925
H 0.138 -1.874 -0.428
H 2.649 -2.648 2.748
H -4.261 1.099 1.702
H -1.940 2.945 4.032
H -2.652 2.572 0.503
H 0.334 -4.221 4.142
H 2.865 -0.048 -6.787
H -0.471 1.592 -3.871
H -1.089 -1.468 4.408
*
```

Charges obtained by Löwdin population analysis, quoted in units of e: 0.0784 0.0817 0.0086 -0.0692 -0.0397 -0.2786 -0.0399 -0.0654 -0.0050 -0.3125 -0.4164 -0.0916 -0.0936 -0.0809 -0.1561 -0.1173 0.0134 -0.1535 -0.4325 -0.0230 -0.0425 -0.2080 -0.0167 0.0116 -0.1029 -0.1478 -0.0510 -0.1732 0.0677 0.1014 0.1024 0.1361 0.0751 0.1191 0.0812 0.1233 0.1034 0.1158 0.1225 0.1096 0.1129 0.1108 0.1216 0.0755 0.1302 0.1255 0.1213 0.1053 0.1182 0.0857 0.1282 0.0850 0.1278 0.1024 0.1156

=====

| no. | E_tot (hartree) |
| --- | --- |
| 1 | -1486.1278 |
| 2 | -749.7643 |
| 3 | -511.3365 |
| 4 | -1207.4296 |